Record 1
A cluster of 2 separate species, C4H12O2 in total at a distorted geometry. Source: the Open Molecules 2025 dataset; level of theory: the ωB97M-V functional and the def2-TZVPD basis.

Last column: Löwdin charge in e.
Positions of all 18 atoms, in Å:
C 1.661 0.520 0.656  -0.313
O 2.903 -0.170 0.547  -0.067
C 1.650 1.889 -0.020  -0.078
H 1.456 0.548 1.725  0.114
H 0.893 -0.103 0.183  0.079
H 3.145 -0.261 -0.349  0.052
H 2.305 2.551 0.545  0.075
H 0.618 2.233 -0.033  0.067
H 1.980 1.810 -1.050  0.071
C -2.094 -1.000 0.256  -0.316
O -2.025 -2.432 0.293  -0.083
C -1.574 -0.479 -1.048  -0.109
H -1.525 -0.593 1.091  0.106
H -3.161 -0.781 0.288  0.109
H -1.866 -2.740 1.184  0.073
H -0.591 -0.836 -1.362  0.069
H -1.574 0.612 -1.006  0.074
H -2.200 -0.769 -1.898  0.077

## Properties
* calculated total energy: -8436.7601 eV
* gap between HOMO and LUMO: 0.4098 Ha
* SMILES string: CCO.CCO
* energy relative to the best compared isomer or geometry (same formula, charge and spin): 17.4 kcal per mole
* 2S+1: 1
* largest force on an atom: 1.87 eV/Å
* E_LUMO: 0.88 eV

---

Record 2
A cluster of 2 separate species, C4H10O2 in total at a distorted geometry. Source: the Open Molecules 2025 dataset; level of theory: the ωB97M-V functional and the def2-TZVPD basis.

Last column: Löwdin charge in e.
Positions of all 16 atoms, in Å:
C -0.317 0.266 -0.571  -0.242
C 0.570 -0.723 0.112  -0.378
C 0.217 -0.840 1.585  -0.062
C 2.013 -0.208 -0.128  -0.068
O -1.263 -0.047 -1.268  0.029
H -0.178 1.358 -0.499  0.143
H 0.400 -1.704 -0.306  0.136
H -0.281 -1.750 1.927  0.080
H -0.472 -0.069 1.947  0.083
H 1.163 -0.732 2.121  0.076
H 2.761 -0.966 0.055  0.076
H 2.371 0.659 0.428  0.082
H 1.990 0.142 -1.171  0.081
H -3.597 1.049 -1.106  0.042
H -2.294 1.710 -1.829  0.010
O -3.082 1.853 -1.297  -0.087

## Properties
* calculated total energy: -8404.2527 eV
* gap between HOMO and LUMO: 0.3985 Ha
* SMILES string: CC(C)C=O.O
* energy relative to the best compared isomer or geometry (same formula, charge and spin): 29.8 kcal per mole
* 2S+1: 1
* largest force on an atom: 2.10 eV/Å
* E_LUMO: 0.95 eV

---

Record 3
A structure of composition C22H25GeIN3Se3TeV. Source: the Open Molecules 2025 dataset; level of theory: the ωB97M-V functional and the def2-TZVPD basis.

Last column: Löwdin charge in e.
Positions of all 57 atoms, in Å:
V -0.313 -0.648 0.308  -0.175
Se -2.426 -1.109 1.529  0.080
Se -4.054 -1.131 -0.163  -0.179
Te -3.641 1.002 -1.407  0.340
Se -1.175 0.647 -1.791  0.031
I 2.321 0.027 -0.646  1.230
C 2.543 -1.818 -1.580  -0.594
C 3.713 -2.087 -2.222  -0.166
C 3.866 -3.343 -2.855  -0.096
C 2.845 -4.244 -2.816  -0.049
C 1.627 -3.954 -2.149  -0.177
C 0.575 -4.903 -2.128  -0.059
C -0.586 -4.597 -1.486  -0.084
C -0.748 -3.352 -0.836  -0.139
C 0.226 -2.376 -0.796  -0.229
C 1.439 -2.710 -1.494  -0.244
H 4.515 -1.362 -2.247  0.085
H 4.792 -3.577 -3.364  0.097
H 2.950 -5.209 -3.300  0.106
H 0.711 -5.856 -2.626  0.102
H -1.399 -5.314 -1.471  0.099
H -1.698 -3.170 -0.347  0.025
N 0.567 -0.778 2.256  0.057
C 1.072 -0.393 3.226  -0.186
C 1.635 0.131 4.380  -0.283
C 2.985 -0.147 4.701  -0.256
N 4.087 -0.372 4.964  0.107
C 0.862 1.015 5.171  -0.258
N 0.229 1.748 5.800  0.112
C -3.900 5.478 2.986  -0.120
C -3.470 4.026 2.833  -0.268
C -2.329 3.866 1.832  -0.298
C -1.893 2.411 1.675  -0.389
Ge -0.508 2.176 0.308  0.648
C 1.262 2.472 1.165  -0.415
C 1.253 3.687 2.092  -0.288
C 1.184 5.022 1.361  -0.290
C 1.142 6.198 2.328  -0.113
H -4.714 5.588 3.704  0.065
H -4.240 5.889 2.032  0.069
H -3.070 6.099 3.331  0.067
H -4.316 3.414 2.507  0.111
H -3.158 3.624 3.801  0.115
H -1.494 4.494 2.157  0.082
H -2.650 4.257 0.860  0.106
H -2.748 1.790 1.415  -0.023
H -1.492 2.013 2.612  0.068
H -0.675 3.286 -0.754  -0.043
H 2.014 2.618 0.383  0.013
H 1.523 1.583 1.730  -0.004
H 2.163 3.675 2.701  0.119
H 0.427 3.602 2.807  0.095
H 0.311 5.058 0.702  0.082
H 2.054 5.112 0.702  0.111
H 0.260 6.140 2.971  0.065
H 1.110 7.156 1.805  0.066
H 2.017 6.202 2.980  0.073

## Properties
* calculated total energy: -321328.9644 eV
* gap between HOMO and LUMO (spin up / spin down): 0.2365 / 0.2457 Ha
* energy relative to the best compared isomer or geometry (same formula, charge and spin): 28.3 kcal per mole
* 2S+1: 4
* largest force on an atom: 0.95 eV/Å
* E_LUMO (spin up / spin down): 1.75 / 1.56 eV
* net charge: -1

---

Record 4
The molecule C4H3NO2 at a distorted geometry. Source: the Open Molecules 2025 dataset; level of theory: the ωB97M-V functional and the def2-TZVPD basis.

Last column: Löwdin charge in e.
Positions of all 10 atoms, in Å:
C -0.609 -0.818 0.377  -0.454
C 0.498 -1.001 -0.517  0.007
C 1.195 0.051 -1.014  -0.099
C -0.767 0.599 0.717  -0.042
H 0.687 -2.053 -0.810  0.133
H 2.007 -0.022 -1.787  0.152
H -1.507 0.854 1.524  0.151
N -0.063 1.572 0.274  0.111
O -1.305 -1.665 0.884  0.079
O 0.973 1.319 -0.662  -0.036

## Properties
* calculated total energy: -9779.0715 eV
* gap between HOMO and LUMO: 0.3677 Ha
* SMILES string: O=c1cconc1
* energy relative to the best compared isomer or geometry (same formula, charge and spin): 60.3 kcal per mole
* 2S+1: 1
* largest force on an atom: 1.62 eV/Å
* E_LUMO: -0.03 eV

---

> Look up the 2S+1 of the third one.

4

---

> Which value of energy relative to the best compared isomer or geometry (same formula, charge and spin) does entry 1 give?

17.4 kcal per mole

---

> Look up the calculated total energy of the first one.

-8436.7601 eV